{
  "formula": "CH4ClPS",
  "method": "ωB97M-V/def2-TZVPD",
  "elements": ["H", "Cl", "S", "H", "P", "H", "H", "C"],
  "coordinates": [[-1.546388, -2.174990, -0.023410], [-3.563877, 0.594036, 0.020472], [0.370859, -0.741200, -0.789959], [1.163525, 0.678722, 1.002307], [-0.931847, -1.153760, 0.715292], [2.330768, 0.554448, -0.336685], [0.892393, 1.578966, -0.510754], [1.284566, 0.663780, -0.077263]],
  "forces_ev_per_angstrom": [[-0.10, -0.21, -0.15], [1.49, -0.96, 0.35], [-0.34, 0.02, 0.45], [0.03, 0.02, 0.02], [-0.95, 1.26, -0.62], [0.11, -0.06, -0.02], [-0.04, 0.03, 0.01], [-0.19, -0.10, -0.04]],
  "fmax_ha_per_bohr": 0.03503,
  "orbital_gap_ev": [6.04, 6.84],
  "e_above_lowest_kcal_mol": 40.44,
  "energy_ha": -1240.1691,
  "spin_multiplicity": 1
}

=====

{
  "formula": "C3H8O2",
  "method": "ωB97M-V/def2-TZVPD",
  "elements": ["C", "H", "H", "O", "H", "O", "H", "H", "C", "H", "C", "H", "H"],
  "coordinates": [[0.244303, -0.121246, 0.662108], [1.871401, -0.145367, -0.272879], [-1.110992, -1.725302, 0.653492], [0.482509, 0.094107, -2.402180], [-0.406100, -0.014748, -2.022669], [1.540053, 0.295745, 0.523215], [0.269545, -1.891180, -0.520125], [-0.684504, 1.779032, 0.869414], [-0.599362, 0.844125, 1.420776], [-1.561698, 0.366876, 1.586827], [-0.215478, -1.298690, 0.236843], [-0.173942, 1.090935, 2.381708], [0.344265, 0.725713, -3.116530]],
  "forces_ev_per_angstrom": [[0.21, -0.22, 0.70], [0.28, 0.08, 0.12], [-0.49, 0.34, -0.25], [-0.53, 0.11, -0.08], [0.45, -0.09, 0.05], [-0.57, 0.15, -0.94], [0.58, -0.26, 0.21], [-0.18, -0.04, -0.13], [0.07, -0.43, 0.27], [-0.19, 0.34, -0.04], [-0.09, -0.02, -0.26], [0.28, 0.08, 0.36], [0.19, -0.03, -0.01]],
  "fmax_ha_per_bohr": 0.02160,
  "orbital_gap_ev": 9.51,
  "e_above_lowest_kcal_mol": 25.70,
  "energy_ha": -269.5539,
  "spin_multiplicity": 1
}

=====

{
  "formula": "C12H27FN2O4S",
  "method": "ωB97M-V/def2-TZVPD",
  "elements": ["H", "H", "H", "H", "H", "O", "H", "C", "H", "N", "C", "F", "O", "C", "S", "O", "H", "H", "H", "H", "H", "C", "H", "H", "C", "H", "N", "O", "H", "H", "C", "C", "H", "C", "H", "C", "H", "C", "H", "H", "H", "H", "H", "C", "H", "C", "H"],
  "coordinates": [[3.077663, 4.620311, 4.206129], [1.021124, 3.001455, 2.590527], [-3.261286, -4.522934, -2.830246], [2.246506, 0.825915, 2.716870], [0.809577, -2.690782, -2.499684], [-2.837844, -3.461044, 0.804274], [-4.417103, -0.785655, -0.442683], [-3.609181, -0.725418, -1.194495], [3.461140, 3.149809, 0.755646], [-4.195279, -4.270380, -2.493484], [1.715411, 1.127119, 1.809926], [-2.819799, -5.428037, -0.581814], [-1.021227, -0.308414, -2.613415], [-3.607589, -1.949342, -2.141791], [-2.695586, -3.837454, -0.547817], [0.889733, 0.048489, -3.623983], [-1.548926, 1.402167, -1.570945], [2.123218, -1.460466, -2.174213], [4.138474, 2.056111, 2.902018], [-4.403803, -1.771963, -2.891717], [-3.847753, 0.163219, -1.815102], [2.941363, 3.393009, 1.686941], [0.775841, -1.759496, -1.003165], [-2.674076, -2.084998, -2.716125], [3.298704, 3.550559, 4.206206], [0.707270, 0.709120, 1.895036], [-3.971033, -3.242976, -1.490334], [-1.422781, -3.542806, -1.120725], [-4.743974, -3.883978, -3.255207], [2.380576, 3.010514, 4.444109], [2.396030, 0.514717, 0.590434], [1.055095, -1.704239, -2.070874], [2.426944, -0.573210, 0.682121], [1.604301, 2.650290, 1.733928], [4.012187, 3.353714, 5.008524], [3.876874, 3.117510, 2.863052], [-0.283086, 0.341332, -0.798847], [0.308570, -0.602100, -2.836869], [1.848914, 0.761551, -0.322827], [-1.743785, -1.289146, -0.063682], [4.813771, 3.656151, 2.695463], [1.023797, 2.919950, 0.845268], [3.423338, 0.865479, 0.481119], [-1.246095, 0.363408, -1.349454], [2.735503, 4.467492, 1.639029], [-2.261128, -0.415268, -0.485903], [-2.500590, 0.240716, 0.378778]],
  "forces_ev_per_angstrom": [[-0.04, -0.02, 0.01], [0.01, 0.02, -0.02], [-0.48, -0.01, -0.71], [-0.02, 0.03, 0.01], [0.17, 0.43, 0.08], [-0.96, 0.06, 0.41], [0.33, -0.32, -0.42], [0.66, 0.20, -0.10], [-0.02, 0.00, 0.00], [0.53, -0.38, 0.22], [-0.06, 0.05, -0.16], [-0.53, 1.37, -0.38], [-0.02, -0.47, 0.55], [-0.17, 0.51, -0.16], [1.19, 0.08, 1.05], [1.01, 0.97, -1.71], [0.10, -0.46, 0.13], [-0.47, -0.32, 0.03], [-0.01, 0.01, -0.04], [0.22, -0.35, 0.49], [0.07, -0.47, 0.22], [0.02, -0.02, -0.12], [0.05, 0.09, -0.49], [-0.23, 0.32, 0.39], [0.11, -0.10, 0.02], [0.02, 0.01, 0.05], [0.05, -0.86, -0.16], [-0.19, -0.40, -0.98], [0.12, 0.16, 0.22], [0.00, 0.03, 0.01], [-0.01, -0.14, 0.16], [-0.69, 0.12, 0.31], [0.03, 0.02, -0.07], [-0.03, -0.02, 0.14], [-0.05, 0.04, 0.02], [-0.05, 0.11, 0.03], [-0.51, 0.48, -0.16], [-0.13, -0.52, 1.21], [0.10, 0.05, -0.03], [-0.41, 0.16, -0.26], [0.00, -0.05, -0.03], [0.01, -0.01, -0.01], [-0.03, 0.00, -0.05], [0.18, -0.86, 0.43], [0.02, -0.01, 0.03], [-0.10, 0.76, 0.18], [0.22, -0.32, -0.37]],
  "fmax_ha_per_bohr": 0.04305,
  "orbital_gap_ev": 10.67,
  "energy_ha": -1381.8820,
  "spin_multiplicity": 1
}